Entry from OMol25: a molecular structure, AlH4O4 in a non-equilibrium geometry (wB97M-V/def2-TZVPD).

The spin multiplicity is 1. For the total energy, the calculation gives -545.5840 a.u. Its orbital gap is 5.318 eV. The net charge is -1. The calculation puts the HOMO energy at -0.1933 hartree.

Geometry as XYZ:
```
9
Properties=species:S:1:pos:R:3:nbo_charge:R:1
Al -0.503 -0.280 -0.068 1.51
O 1.687 1.377 -0.264 -0.99
H 2.497 1.025 0.134 0.42
O -0.557 2.039 1.431 -1.00
H -1.510 2.148 1.583 0.40
O -2.139 -0.203 -2.233 -1.09
H -2.539 -1.082 -2.300 0.42
O 1.493 -2.144 0.547 -1.11
H 1.571 -2.879 1.170 0.42
```

***

Entry from OMol25: a molecular structure, AlO8S2 in a non-equilibrium geometry (wB97M-V/def2-TZVPD).

The spin multiplicity is 1. The energy above the lowest of the compared OMol25 structures with the same formula, charge and spin is 0.3511 eV. For the total energy, the calculation gives -1640.6049 a.u. Its orbital gap is 2.411 eV. The net charge is -1. The calculation puts the HOMO energy at -0.2024 hartree.

Geometry as XYZ:
```
11
Properties=species:S:1:pos:R:3:nbo_charge:R:1
Al 5.325 4.701 7.308 1.01
S 3.491 6.072 4.704 2.55
O 2.165 5.684 4.219 -0.79
O 3.796 7.179 3.800 -0.82
O 3.451 6.456 6.141 -0.93
O 4.458 5.018 4.684 -1.03
S 5.476 3.210 10.201 2.55
O 6.496 4.269 10.060 -0.90
O 5.458 2.430 11.399 -0.96
O 4.233 3.889 9.900 -0.83
O 5.591 2.393 9.017 -0.86
```

***

Entry from OMol25: a molecular structure, ArH22O11 in a non-equilibrium geometry (wB97M-V/def2-TZVPD).

The spin multiplicity is 1. The energy above the lowest of the compared OMol25 structures with the same formula, charge and spin is 0.4089 eV. For the total energy, the calculation gives -1368.3579 a.u. Its orbital gap is 10.616 eV. The calculation puts the HOMO energy at -0.3914 hartree.

Geometry as XYZ:
```
34
Properties=species:S:1:pos:R:3:nbo_charge:R:1
Ar 0.145 0.061 0.461 0.00
O -2.106 -1.078 2.716 -0.97
H -2.123 -0.131 2.580 0.51
H -1.844 -1.185 3.630 0.47
O -1.386 2.831 -0.334 -0.99
H -1.734 2.223 -0.987 0.51
H -1.822 3.662 -0.523 0.47
O -1.384 1.973 2.638 -0.96
H -1.001 1.942 1.761 0.49
H -0.703 2.366 3.184 0.47
O -1.907 0.838 -2.213 -0.97
H -1.864 0.955 -3.163 0.48
H -1.453 0.011 -2.052 0.50
O 0.405 3.009 -2.578 -0.97
H 0.729 2.132 -2.375 0.48
H -0.048 3.287 -1.782 0.48
O 3.304 -0.355 1.369 -0.94
H 3.561 0.447 0.914 0.47
H 3.797 -1.048 0.931 0.49
O 2.265 0.886 -1.865 -0.95
H 2.956 0.743 -2.511 0.49
H 2.714 1.277 -1.115 0.48
O 1.686 -1.659 -2.611 -0.98
H 0.820 -2.053 -2.507 0.49
H 1.599 -0.784 -2.234 0.48
O -1.842 -3.249 1.014 -0.98
H -1.344 -4.017 1.293 0.47
H -1.855 -2.679 1.782 0.50
O -1.185 -2.102 -1.821 -0.99
H -1.236 -2.432 -0.924 0.51
H -1.881 -2.566 -2.287 0.48
O 1.822 -1.250 3.470 -0.96
H 0.874 -1.138 3.539 0.46
H 2.040 -0.917 2.599 0.49
```

***

Entry from OMol25: a molecular structure, ArH22O11 (wB97M-V/def2-TZVPD).

The spin multiplicity is 1. The energy above the lowest of the compared OMol25 structures with the same formula, charge and spin is 0.6948 eV. For the total energy, the calculation gives -1368.3474 a.u. Its orbital gap is 9.569 eV. The calculation puts the HOMO energy at -0.3792 hartree.

Geometry as XYZ:
```
34
Properties=species:S:1:pos:R:3:nbo_charge:R:1
Ar -0.236 -0.067 -0.172 0.00
O -3.479 -1.204 -1.645 -0.95
H -3.541 -0.565 -0.935 0.47
H -3.842 -0.752 -2.407 0.49
O 1.218 3.301 0.351 -0.95
H 1.817 2.558 0.280 0.47
H 0.599 3.045 1.035 0.49
O -1.055 2.263 2.533 -0.97
H -1.266 2.685 3.366 0.49
H -1.842 1.766 2.309 0.49
O 3.199 -1.527 -0.067 -0.95
H 3.320 -0.577 -0.070 0.46
H 2.524 -1.684 -0.727 0.49
O -0.169 -0.348 3.246 -0.96
H -0.872 -0.902 2.907 0.47
H -0.453 0.545 3.050 0.49
O 1.465 0.395 -3.415 -0.97
H 2.383 0.578 -3.611 0.47
H 1.471 -0.486 -3.039 0.49
O 0.361 2.964 -2.402 -0.98
H 0.531 2.058 -2.661 0.48
H 0.575 2.990 -1.469 0.48
O -0.938 -2.962 -1.720 -0.96
H -0.809 -3.194 -0.801 0.47
H -1.683 -2.361 -1.713 0.51
O 2.575 -0.935 2.907 -0.96
H 2.686 -0.858 1.959 0.47
H 1.791 -0.420 3.099 0.48
O 1.673 -2.277 -2.359 -0.99
H 0.840 -2.591 -2.009 0.50
H 1.814 -2.801 -3.148 0.49
O -3.353 0.692 2.680 -0.95
H -3.706 -0.175 2.882 0.49
H -3.598 0.844 1.768 0.47
```

***

Entry from OMol25: a molecular structure, ArH26O13 in a non-equilibrium geometry (wB97M-V/def2-TZVPD).

The spin multiplicity is 1. The energy above the lowest of the compared OMol25 structures with the same formula, charge and spin is 0.4155 eV. For the total energy, the calculation gives -1521.2421 a.u. Its orbital gap is 10.146 eV. The calculation puts the HOMO energy at -0.3739 hartree.

Geometry as XYZ:
```
40
Properties=species:S:1:pos:R:3:nbo_charge:R:1
Ar -0.348 -0.209 0.202 0.00
O -1.543 0.258 -4.180 -0.98
H -1.240 -0.497 -3.676 0.48
H -1.269 1.016 -3.663 0.48
O -3.297 -1.507 2.549 -0.97
H -2.410 -1.829 2.386 0.50
H -3.629 -2.064 3.253 0.48
O 1.330 2.933 -0.617 -0.99
H 1.606 2.291 0.037 0.49
H 0.962 3.654 -0.105 0.47
O -2.385 1.281 2.633 -0.98
H -2.850 0.448 2.548 0.51
H -2.977 1.927 2.248 0.48
O 3.383 -0.702 -1.142 -0.96
H 3.251 0.123 -0.674 0.49
H 3.432 -0.449 -2.064 0.47
O -2.110 3.928 -0.913 -0.96
H -1.422 3.342 -1.228 0.48
H -2.540 4.243 -1.709 0.47
O -0.650 -3.168 2.689 -0.97
H 0.224 -3.139 3.078 0.48
H -0.497 -3.381 1.768 0.49
O 3.007 -2.796 0.866 -0.95
H 2.693 -3.537 0.348 0.46
H 2.751 -2.025 0.360 0.49
O -0.179 -3.912 -0.248 -0.96
H 0.397 -4.451 -0.791 0.48
H -1.021 -4.367 -0.267 0.49
O 2.432 1.246 0.998 -0.98
H 3.182 1.671 1.414 0.49
H 1.790 1.149 1.701 0.52
O -0.348 -1.933 -2.765 -0.96
H 0.453 -1.471 -3.011 0.47
H -0.154 -2.310 -1.907 0.49
O 0.456 1.908 2.922 -0.97
H -0.477 1.727 2.809 0.51
H 0.585 2.766 2.517 0.46
O -0.467 2.333 -2.756 -0.98
H -0.263 2.861 -3.527 0.48
H 0.139 2.645 -2.084 0.51
```

***

Entry from OMol25: a molecular structure, ArH26O13 in a non-equilibrium geometry (wB97M-V/def2-TZVPD).

The spin multiplicity is 1. The energy above the lowest of the compared OMol25 structures with the same formula, charge and spin is 1.0823 eV. For the total energy, the calculation gives -1521.2176 a.u. Its orbital gap is 9.562 eV. The calculation puts the HOMO energy at -0.3746 hartree.

Geometry as XYZ:
```
40
Properties=species:S:1:pos:R:3:nbo_charge:R:1
Ar 0.404 0.187 0.023 0.00
O 1.898 3.800 1.182 -0.96
H 1.480 2.940 1.233 0.48
H 1.923 4.108 2.088 0.48
O -0.214 -3.397 -0.239 -0.97
H -0.534 -3.586 -1.121 0.47
H -0.911 -3.703 0.341 0.50
O -2.495 1.933 2.159 -0.95
H -2.754 2.406 1.368 0.46
H -2.622 1.010 1.939 0.49
O -2.095 -3.428 1.819 -0.96
H -2.082 -2.513 1.540 0.49
H -3.019 -3.678 1.780 0.47
O 2.566 -2.813 -0.341 -0.99
H 1.634 -2.877 -0.133 0.50
H 2.612 -2.158 -1.038 0.47
O -2.918 -0.735 1.590 -0.95
H -3.248 -0.774 0.692 0.49
H -3.659 -1.011 2.130 0.49
O 0.704 3.396 -1.818 -0.96
H 0.650 3.840 -0.972 0.49
H -0.092 2.865 -1.862 0.48
O -1.971 -1.067 -1.927 -0.97
H -1.689 -0.191 -1.664 0.49
H -1.313 -1.352 -2.561 0.47
O -0.032 1.644 3.117 -0.97
H -0.800 2.013 2.680 0.49
H -0.188 0.699 3.120 0.46
O -1.882 1.837 -1.852 -0.95
H -2.003 2.306 -2.677 0.49
H -2.539 2.211 -1.264 0.48
O 2.891 -0.830 -2.184 -0.94
H 3.285 -1.354 -2.882 0.49
H 3.628 -0.586 -1.623 0.50
O 3.139 -1.512 2.054 -0.97
H 2.710 -2.206 2.555 0.46
H 2.934 -1.713 1.141 0.48
O 2.341 1.514 -3.154 -0.99
H 1.822 2.078 -2.580 0.48
H 2.440 0.698 -2.663 0.47
```

***

What did the first record say?
Entry from OMol25: a molecular structure, AlH4O4 in a non-equilibrium geometry (wB97M-V/def2-TZVPD).

The spin multiplicity is 1. For the total energy, the calculation gives -545.5840 a.u. Its orbital gap is 5.318 eV. The net charge is -1. The calculation puts the HOMO energy at -0.1933 hartree.

Geometry as XYZ:
```
9
Properties=species:S:1:pos:R:3:nbo_charge:R:1
Al -0.503 -0.280 -0.068 1.51
O 1.687 1.377 -0.264 -0.99
H 2.497 1.025 0.134 0.42
O -0.557 2.039 1.431 -1.00
H -1.510 2.148 1.583 0.40
O -2.139 -0.203 -2.233 -1.09
H -2.539 -1.082 -2.300 0.42
O 1.493 -2.144 0.547 -1.11
H 1.571 -2.879 1.170 0.42
```

***

Q: Which of these has the lowest orbital gap?
A: AlO8S2